128
Properties=species:S:1:pos:R:3 method="wB97M-V/def2-TZVPD" e_homo_ha=-0.1466 spin_multiplicity=1 relative_energy_kj_mol=180.4 energy_ev=-367078.2349 total_charge=-1
Ti 1.68413 -0.33608 0.75336
C -5.60127 1.47234 3.28473
C -4.46131 0.84499 4.09837
C -4.03670 1.84106 5.17748
C -4.97095 -0.42501 4.79381
C -3.30313 0.48440 3.16980
C -2.03374 1.02703 3.29455
C -1.02285 0.63478 2.43605
Se 0.69763 1.48427 2.57107
C 0.40420 2.76153 1.14198
C -0.00679 4.05117 1.38325
C -0.18345 4.94292 0.32146
C 0.05167 4.46159 -0.95710
C 0.45969 3.15181 -1.24992
C 0.67474 2.31484 -0.15716
O 1.13372 1.06769 -0.27676
C 0.65563 2.76021 -2.72059
C -0.58811 3.16630 -3.52900
C 0.86215 1.25844 -2.95113
C 1.88690 3.49797 -3.26454
C -0.62980 6.37634 0.60619
C 0.40506 7.06327 1.50733
C -1.98741 6.35392 1.32234
C -0.77687 7.20395 -0.67025
C -1.21376 -0.33812 1.44262
O -0.18553 -0.78182 0.73930
C -2.51750 -0.83997 1.24235
C -3.50375 -0.41594 2.12555
C -2.93765 -1.78317 0.10578
C -4.03481 -1.08411 -0.71638
C -3.50158 -3.08404 0.69633
C -1.82265 -2.16765 -0.87085
H -6.42506 1.76576 3.94121
H -5.25018 2.35959 2.75406
H -5.99461 0.77372 2.54432
H -4.88914 2.06281 5.82347
H -3.23545 1.44045 5.80106
H -3.69227 2.78238 4.74407
H -5.79301 -0.18417 5.47357
H -5.33446 -1.15746 4.07123
H -4.17048 -0.89266 5.36981
H -1.80392 1.75130 4.06405
H -0.19365 4.36084 2.40537
H -0.08574 5.13378 -1.79174
H -1.47873 2.67190 -3.13535
H -0.76739 4.24128 -3.51926
H -0.46096 2.86296 -4.57097
H 0.05120 0.66604 -2.52216
H 0.88607 1.08035 -4.03010
H 1.79737 0.90809 -2.52113
H 1.77027 4.58136 -3.19187
H 2.77763 3.21098 -2.70241
H 2.04604 3.24104 -4.31557
H 0.52553 6.53282 2.45258
H 1.38030 7.09813 1.01783
H 0.09523 8.08738 1.73205
H -1.92838 5.82509 2.27442
H -2.32911 7.37274 1.52380
H -2.73872 5.85278 0.70892
H 0.16583 7.27571 -1.21655
H -1.52967 6.78301 -1.34004
H -1.09015 8.21767 -0.41119
H -4.50106 -0.81945 1.99155
H -4.94311 -0.91772 -0.13492
H -3.68441 -0.11431 -1.07588
H -4.29889 -1.69641 -1.58333
H -4.34280 -2.90220 1.36709
H -3.85077 -3.74095 -0.10698
H -2.72801 -3.60843 1.25985
H -1.38680 -1.29574 -1.36023
H -1.01318 -2.71486 -0.39199
H -2.26613 -2.80250 -1.64173
Se 1.84144 -0.33029 4.80754
Se 4.26842 -2.86439 1.57872
C 4.42462 -1.07697 2.03049
C 5.60723 -0.69495 2.73767
C 5.89348 0.59884 3.02925
C 5.00307 1.60639 2.61296
C 3.86657 1.20845 1.98578
N 3.53895 -0.08477 1.72519
C 1.04843 -1.66057 3.76360
C 0.09992 -2.52180 4.38703
C -0.43809 -3.58387 3.72418
C -0.01930 -3.84163 2.40785
C 0.85768 -2.96312 1.84571
N 1.36693 -1.87193 2.46795
H 6.27329 -1.49785 3.01723
H 6.80083 0.85140 3.56496
H 5.18768 2.65631 2.78631
H 3.16856 1.95863 1.63197
H -0.16485 -2.29622 5.40991
H -1.16164 -4.22626 4.21371
H -0.35491 -4.70116 1.84325
H 1.22730 -3.13721 0.84111
Br 7.47365 -3.53372 -4.86041
C 6.24197 -2.62370 -3.73588
C 5.35408 -3.36136 -2.97250
C 4.45536 -2.68982 -2.15601
C 4.46031 -1.30285 -2.11569
C 5.36533 -0.57876 -2.88142
C 6.26459 -1.23797 -3.70394
C 3.51815 -0.55856 -1.22640
O 3.66423 0.63088 -1.00773
O 2.56857 -1.27719 -0.64600
H 5.36656 -4.44183 -3.00524
H 3.75514 -3.23291 -1.53955
H 5.35628 0.50125 -2.81912
H 6.97312 -0.68889 -4.30805
C -1.22202 -6.15805 -1.71489
N -1.02639 -5.23080 -2.81358
C -2.25125 -4.88379 -3.51775
C 0.10045 -4.46725 -2.85836
S 1.24051 -4.45064 -1.65268
N 0.23481 -3.69382 -4.00485
C 0.20247 -4.38466 -5.28830
C 1.22210 -2.62511 -3.98400
H -1.92778 -6.92581 -2.03609
H -1.62364 -5.64589 -0.83403
H -0.27623 -6.61532 -1.43978
H -3.05949 -4.76058 -2.79260
H -2.54233 -5.67244 -4.21787
H -2.12451 -3.95121 -4.05773
H -0.43326 -5.26277 -5.24458
H 1.21287 -4.70712 -5.56886
H -0.17461 -3.71822 -6.06658
H 1.18069 -2.09511 -3.03539
H 0.98838 -1.93542 -4.79753
H 2.24122 -3.00560 -4.11592